No. 1
This record from the Open Molecules 2025 dataset describes a 9-piece molecular cluster, C42H78Br3Cl16FNO6 overall at a distorted geometry. The level of theory is wB97M-V/def2-TZVPD.

Geometry (Å):
C: -0.224 1.590 5.314
C: -0.545 1.056 4.137
C: -1.545 1.656 3.175
O: -2.156 2.809 3.640
C: -1.426 4.043 3.625
C: -2.423 5.182 3.874
C: -2.304 5.808 5.275
C: -2.655 0.568 3.121
C: -3.592 0.716 4.333
Br: -4.073 -1.131 4.841
C: -4.822 1.589 4.033
C: -6.168 0.902 3.905
Br: -4.995 2.829 5.570
O: -3.459 0.591 1.968
C: -2.855 0.697 0.728
F: -3.234 1.980 0.288
C: -3.579 -0.299 -0.163
C: -3.131 -0.512 -1.591
O: -3.912 -1.551 -2.185
C: -1.315 0.777 0.728
C: -0.844 1.354 -0.648
C: 0.156 0.501 -1.445
C: 1.620 0.949 -1.299
C: 2.507 0.071 -0.406
C: 3.700 0.908 0.086
C: 4.461 0.366 1.274
O: 3.568 -0.135 2.283
C: 4.169 -0.483 3.434
C: 3.222 -1.070 4.439
O: 5.357 -0.343 3.658
O: -0.563 -0.306 1.110
C: -1.134 -1.614 0.988
C: -0.178 -2.693 1.424
C: -0.221 -2.965 2.930
C: -1.355 -3.935 3.291
N: -0.955 1.892 1.770
Br: 0.955 2.046 1.881
H: -0.793 2.417 5.713
H: 0.579 1.188 5.913
H: -0.147 0.084 3.877
H: -0.665 4.091 4.399
H: -0.919 4.234 2.676
H: -2.196 5.962 3.149
H: -3.428 4.835 3.654
H: -3.285 6.008 5.693
H: -1.796 6.766 5.207
H: -1.718 5.184 5.945
H: -2.176 -0.399 3.242
H: -3.053 1.073 5.194
H: -4.653 2.238 3.186
H: -6.891 1.671 3.640
H: -6.166 0.133 3.139
H: -6.491 0.518 4.866
H: -4.622 0.014 -0.160
H: -3.567 -1.259 0.353
H: -2.087 -0.786 -1.706
H: -3.328 0.384 -2.181
H: -4.477 -1.958 -1.528
H: -1.715 1.518 -1.272
H: -0.394 2.340 -0.541
H: -0.082 0.686 -2.493
H: 0.035 -0.569 -1.312
H: 1.637 1.963 -0.910
H: 2.082 0.981 -2.283
H: 1.979 -0.309 0.465
H: 2.839 -0.797 -0.973
H: 3.346 1.910 0.325
H: 4.404 1.012 -0.732
H: 5.218 -0.361 0.991
H: 5.022 1.191 1.714
H: 3.797 -1.470 5.265
H: 2.641 -1.879 4.009
H: 2.526 -0.318 4.806
H: -2.061 -1.773 1.545
H: -1.389 -1.781 -0.065
H: 0.831 -2.536 1.051
H: -0.539 -3.594 0.937
H: -0.254 -2.060 3.535
H: 0.712 -3.469 3.180
H: -1.054 -4.941 3.008
H: -1.549 -3.906 4.358
H: -2.251 -3.699 2.719
H: -1.288 2.764 1.353
Cl: -5.124 1.741 -5.008
C: -4.351 0.732 -6.259
C: -3.058 0.136 -5.777
Cl: -1.784 1.377 -5.555
H: -4.208 1.349 -7.143
H: -5.051 -0.065 -6.503
H: -2.680 -0.577 -6.510
H: -3.191 -0.383 -4.838
Cl: -0.393 -3.260 -1.632
C: 0.282 -4.441 -2.797
C: 1.587 -5.015 -2.314
Cl: 2.885 -3.794 -2.295
H: 0.391 -3.935 -3.752
H: -0.454 -5.235 -2.910
H: 1.902 -5.811 -2.985
H: 1.497 -5.422 -1.310
Cl: 10.766 -2.307 2.987
C: 9.413 -1.321 3.606
C: 8.333 -1.122 2.578
Cl: 8.876 -0.080 1.230
H: 9.819 -0.373 3.947
H: 9.004 -1.849 4.467
H: 7.477 -0.632 3.033
H: 8.004 -2.069 2.157
Cl: -7.652 2.075 -7.398
C: -8.138 3.546 -6.520
C: -9.602 3.856 -6.697
Cl: -9.987 4.354 -8.363
H: -7.514 4.364 -6.870
H: -7.923 3.371 -5.467
H: -9.881 4.682 -6.045
H: -10.221 2.996 -6.454
Cl: 2.272 -0.753 -8.531
C: 0.607 -0.692 -9.162
C: -0.415 -0.723 -8.057
Cl: -0.478 -2.284 -7.199
H: 0.477 -1.524 -9.849
H: 0.511 0.238 -9.720
H: -1.408 -0.554 -8.472
H: -0.222 0.034 -7.303
Cl: 6.225 2.963 -1.124
C: 5.414 3.728 -2.513
C: 4.481 4.834 -2.086
Cl: 3.089 4.181 -1.169
H: 4.877 2.948 -3.049
H: 6.188 4.125 -3.168
H: 4.086 5.343 -2.963
H: 4.976 5.567 -1.455
Cl: -4.125 -3.312 -8.063
C: -4.431 -4.602 -6.870
C: -3.417 -4.591 -5.757
Cl: -1.794 -5.077 -6.314
H: -4.436 -5.553 -7.397
H: -5.424 -4.426 -6.461
H: -3.710 -5.298 -4.983
H: -3.334 -3.602 -5.310
Cl: 10.731 -1.119 7.333
C: 10.757 -2.689 8.173
C: 9.983 -3.739 7.418
Cl: 8.229 -3.412 7.413
H: 10.362 -2.540 9.174
H: 11.799 -2.993 8.253
H: 10.125 -4.710 7.890
H: 10.312 -3.804 6.384

Atoms 1-6, force components in eV/Å:
C -0.6 -0.2 -0.6
C 0.7 0.4 0.5
C -1.0 -0.6 1.2
O 0.5 0.2 -0.7
C -0.4 1.0 0.2
C 0.5 0.2 0.0

total charge: +1
Kohn-Sham gap: 7.6 eV
E_tot: -17338.03092 Eh
highest occupied orbital energy: -11.65 eV
multiplicity: 1


No. 2
This record from the Open Molecules 2025 dataset describes a 5-piece molecular cluster, C42H81INO16P5S2 overall at a distorted geometry. The level of theory is wB97M-V/def2-TZVPD.

Geometry (Å):
C: -2.113 4.895 1.291
C: -0.784 4.074 0.977
C: -0.587 4.107 -0.589
C: 0.635 3.216 -1.089
C: 0.325 2.822 -2.585
C: 1.494 2.046 -3.327
C: 2.930 2.484 -2.918
C: 3.879 1.493 -2.374
I: 3.383 -0.606 -2.166
C: 5.240 1.863 -1.929
C: 5.639 3.253 -2.081
C: 4.752 4.296 -2.647
C: 3.410 3.888 -3.050
S: 2.305 5.157 -3.741
C: 2.967 6.684 -2.987
C: 2.144 7.888 -2.777
C: 2.692 9.121 -2.198
C: 4.120 9.144 -1.795
P: 4.863 10.694 -1.079
S: 5.081 10.676 0.850
C: 4.912 7.939 -2.004
C: 4.377 6.694 -2.598
N: 5.328 5.617 -2.766
H: -3.045 4.272 1.212
H: -2.235 5.747 0.568
H: -2.093 5.349 2.322
H: -0.957 3.029 1.346
H: 0.048 4.612 1.501
H: -0.516 5.164 -0.979
H: -1.534 3.691 -1.052
H: 1.576 3.820 -1.020
H: 0.764 2.291 -0.468
H: -0.607 2.186 -2.569
H: 0.084 3.775 -3.139
H: 1.299 0.950 -3.227
H: 1.378 2.278 -4.430
H: 5.971 1.132 -1.512
H: 6.669 3.532 -1.751
H: 1.077 7.907 -3.094
H: 2.077 10.039 -2.068
H: 4.078 11.808 -1.530
H: 6.145 10.875 -1.706
H: 5.990 7.972 -1.693
H: 5.890 5.734 -3.611
C: 6.943 -1.381 3.362
C: 7.698 -2.643 3.731
O: 7.451 -3.692 2.806
P: 8.100 -3.595 1.289
O: 9.563 -3.677 1.661
O: 7.892 -5.162 0.830
C: 9.004 -5.989 0.500
C: 9.485 -6.758 1.716
O: 6.538 -3.344 0.670
C: 6.293 -2.167 -0.100
C: 7.382 -1.874 -1.113
H: 7.367 -0.926 2.461
H: 7.003 -0.644 4.165
H: 5.891 -1.597 3.161
H: 8.771 -2.446 3.808
H: 7.359 -2.995 4.708
H: 9.807 -5.402 0.051
H: 8.668 -6.695 -0.263
H: 9.664 -6.104 2.570
H: 10.408 -7.298 1.491
H: 8.728 -7.481 2.031
H: 6.150 -1.314 0.570
H: 5.347 -2.323 -0.625
H: 8.329 -1.630 -0.615
H: 7.105 -1.024 -1.738
H: 7.562 -2.742 -1.751
C: 0.692 -6.119 2.407
C: -0.568 -5.305 2.627
O: -0.286 -4.051 3.227
P: 0.469 -2.873 2.333
O: -0.696 -2.673 1.374
O: 0.139 -1.601 3.327
C: -0.637 -0.494 2.877
C: -2.105 -0.697 3.199
O: 1.812 -3.143 3.345
C: 3.058 -3.481 2.735
C: 3.376 -2.627 1.526
H: 1.306 -5.677 1.614
H: 0.447 -7.140 2.107
H: 1.299 -6.155 3.314
H: -1.108 -5.166 1.687
H: -1.231 -5.841 3.309
H: -0.478 -0.316 1.811
H: -0.272 0.393 3.401
H: -2.472 -1.661 2.847
H: -2.712 0.092 2.748
H: -2.262 -0.681 4.280
H: 3.063 -4.541 2.469
H: 3.833 -3.339 3.492
H: 2.659 -2.812 0.714
H: 4.370 -2.854 1.150
H: 3.321 -1.564 1.775
C: -10.781 5.222 0.141
C: -9.680 6.051 0.771
O: -9.162 5.435 1.939
P: -8.228 4.081 1.787
O: -7.053 4.694 1.059
O: -7.575 4.058 3.298
C: -6.168 4.163 3.495
C: -5.758 5.609 3.701
O: -9.491 3.166 2.462
C: -10.004 2.064 1.714
C: -8.920 1.209 1.088
H: -10.372 4.310 -0.307
H: -11.285 5.782 -0.650
H: -11.521 4.922 0.886
H: -8.878 6.243 0.052
H: -10.085 7.019 1.075
H: -5.624 3.704 2.668
H: -5.922 3.588 4.391
H: -6.139 6.262 2.915
H: -4.670 5.701 3.732
H: -6.165 5.989 4.642
H: -10.695 2.429 0.949
H: -10.587 1.455 2.407
H: -8.367 1.769 0.324
H: -9.354 0.330 0.609
H: -8.199 0.883 1.841
C: -5.962 -4.978 -4.789
C: -4.881 -4.144 -4.129
O: -4.428 -4.733 -2.921
P: -3.504 -6.102 -2.992
O: -2.289 -5.522 -3.678
O: -2.925 -6.091 -1.451
C: -1.528 -5.996 -1.189
C: -1.110 -4.549 -1.001
O: -4.810 -6.983 -2.354
C: -5.301 -8.099 -3.096
C: -4.200 -8.984 -3.646
H: -5.542 -5.906 -5.192
H: -6.420 -4.434 -5.618
H: -6.740 -5.249 -4.072
H: -4.044 -3.981 -4.813
H: -5.288 -3.164 -3.870
H: -0.950 -6.484 -1.975
H: -1.332 -6.550 -0.266
H: -1.445 -3.916 -1.824
H: -0.023 -4.466 -0.919
H: -1.555 -4.138 -0.097
H: -5.950 -7.747 -3.902
H: -5.925 -8.683 -2.415
H: -3.603 -8.452 -4.397
H: -4.622 -9.870 -4.122
H: -3.520 -9.297 -2.850

Atoms 1-6, force components in eV/Å:
C 0.0 0.2 0.2
C -1.4 1.3 -0.6
C 0.1 -1.1 0.3
C -0.8 0.6 -0.6
C 0.2 0.2 0.5
C -0.4 0.9 -0.7

Kohn-Sham gap: 7.1 eV
E_tot: -5708.23289 Eh
highest occupied orbital energy: -8.36 eV
SMILES: CCCCCCc1c(I)ccc2c1Sc1ccc([PH2]=S)cc1N2.CCOP(=O)(OCC)OCC.CCOP(=O)(OCC)OCC.CCOP(=O)(OCC)OCC.CCOP(=O)(OCC)OCC
multiplicity: 1